a.
{"formula": "C6H17N2", "method": "the ωB97M-V functional and the def2-TZVPD basis", "multiplicity": 2, "orbital_gap_ev": [3.42, 10.30], "homo_ev": [-2.6, -9.7], "s_squared": 0.7506, "charge": 0, "symbols": ["C", "N", "C", "C", "C", "N", "C", "C", "H", "H", "H", "H", "H", "H", "H", "H", "H", "H", "H", "H", "H", "H", "H", "H", "H"], "coordinates": [[0.5456, 1.0840, 0.7595], [-0.8653, 1.0417, 0.5160], [-1.4160, 1.6583, -0.6855], [-2.5586, 0.9016, -1.3122], [1.3009, -0.2618, 0.5663], [0.2315, -1.3634, 0.2425], [0.4104, -2.4575, 1.2244], [2.2498, -0.1929, -0.6166], [1.1489, 1.8214, 0.2037], [0.7916, 1.5980, 1.6953], [-1.4116, 1.3082, 1.3210], [-1.7983, 2.6588, -0.4682], [-0.6155, 1.9172, -1.3794], [-3.3306, 1.4953, -1.8168], [-3.2609, 0.5130, -0.5612], [-2.2365, 0.0944, -1.9683], [1.8454, -0.6257, 1.4158], [-0.6896, -0.9193, 0.1818], [0.5431, -1.6280, -0.7437], [0.8337, -3.3431, 0.7397], [-0.4691, -2.5906, 1.8356], [1.3398, -2.3309, 1.7662], [2.9906, 0.5966, -0.4375], [1.6929, 0.1224, -1.4916], [2.7280, -1.0975, -0.9871]]}



b.
{"formula": "C6H17N2", "method": "the ωB97M-V functional and the def2-TZVPD basis", "multiplicity": 2, "orbital_gap_ev": [3.78, 10.09], "homo_ev": [-2.8, -9.4], "s_squared": 0.7506, "charge": 0, "symbols": ["C", "N", "C", "C", "C", "N", "C", "C", "H", "H", "H", "H", "H", "H", "H", "H", "H", "H", "H", "H", "H", "H", "H", "H", "H"], "coordinates": [[-0.7921, 0.1868, 0.1688], [-0.2394, -0.4695, 1.3576], [-0.6944, -1.8459, 1.5494], [-2.2108, -2.0496, 1.6221], [0.2289, 1.1460, -0.4232], [1.4222, 0.2556, -0.7814], [2.4567, 0.8487, -1.6531], [-0.2025, 1.9334, -1.6408], [-1.0741, -0.5156, -0.6118], [-1.7015, 0.7401, 0.4103], [-0.5406, 0.0827, 2.1516], [-0.2925, -2.4466, 0.7470], [-0.2290, -2.1854, 2.4654], [-2.6523, -2.5545, 0.7538], [-2.7474, -1.0999, 1.6543], [-2.4873, -2.6955, 2.4428], [0.6785, 1.8100, 0.3157], [1.8806, -0.0089, 0.1139], [1.0719, -0.6890, -1.1562], [3.3666, 0.2734, -1.4979], [2.6090, 1.8849, -1.3911], [2.1113, 0.8422, -2.6664], [0.4686, 2.7712, -1.8227], [-1.1845, 2.3629, -1.4660], [-0.2034, 1.3501, -2.5625]]}



Stability comparison, relative energies in kcal/mol: a 29.5; b 0.0